Version 1
The following is a quantum chemistry calculation of 2 unconnected molecules or ions with the total composition C9H14, from the Open Molecules 2025 dataset.

Bonds (Å) are listed after each position.
Atoms and positions in Å:
1 C 2.256 1.468 2.644  C3 1.481, H10 1.097, H11 1.091, H15 1.089
2 C 1.954 1.681 0.140  C3 1.394, C4 1.396, H8 1.080
3 C 1.477 1.305 1.395  C1 1.481, C2 1.394, C6 1.446
4 C 1.038 1.693 -0.913  C2 1.396, C5 1.400, H9 1.082
5 C -0.315 1.377 -0.748  C4 1.400, C7 1.388, H12 1.084
6 C 0.093 0.907 1.536  C3 1.446, C7 1.388, H13 1.083
7 C -0.814 0.990 0.488  C5 1.388, C6 1.388, H14 1.076
8 H 2.922 2.144 0.021  C2 1.080
9 H 1.536 1.980 -1.830  C4 1.082
10 H 2.439 0.489 3.103  C1 1.097
11 H 1.790 2.131 3.374  C1 1.091
12 H -0.915 1.276 -1.645  C5 1.084
13 H -0.208 0.403 2.446  C6 1.083
14 H -1.797 0.586 0.652  C7 1.076
15 H 3.236 1.876 2.399  C1 1.089
16 C -2.030 -1.826 -1.397  C17 1.526, H18 1.095, H19 1.088, H20 1.093
17 C -1.685 -3.245 -1.842  C16 1.526, H21 1.087, H22 1.103, H23 1.084
18 H -1.099 -1.284 -1.201  C16 1.095
19 H -2.573 -1.140 -2.043  C16 1.088
20 H -2.580 -1.918 -0.457  C16 1.093
21 H -0.615 -3.426 -1.785  C17 1.087
22 H -1.842 -3.412 -2.920  C17 1.103
23 H -2.268 -4.055 -1.419  C17 1.084

The HOMO energy (alpha / beta) comes out at -0.5227 / -0.5226 Eh. The LUMO energy (alpha / beta) comes out at -4.416 / -8.327 eV. Its spin multiplicity is 2. The value obtained for the frontier orbital gap (alpha / beta) is 9.807 / 5.894 eV. As for the total charge: +1.

=====

Version 2
The following is a quantum chemistry calculation of 2 unconnected molecules or ions with the total composition C9H14, from the Open Molecules 2025 dataset.

Bonds (Å) are listed after each position.
Atoms and positions in Å:
1 C -2.322 -1.618 -1.034  C3 1.465, H10 1.092, H11 0.989, H15 1.051
2 C -0.571 -0.561 -2.363  C3 1.441, C4 1.304, H8 1.204
3 C -1.430 -0.470 -1.210  C1 1.465, C2 1.441, C6 1.356
4 C 0.412 0.286 -2.491  C2 1.304, C5 1.440, H9 1.125
5 C 0.461 1.478 -1.684  C4 1.440, C7 1.328, H12 1.039
6 C -1.311 0.589 -0.370  C3 1.356, C7 1.439, H13 1.051
7 C -0.367 1.636 -0.658  C5 1.328, C6 1.439, H14 1.120
8 H -0.820 -1.516 -3.052  C2 1.204
9 H 1.015 0.084 -3.419  C4 1.125
10 H -2.866 -1.649 -0.087  C1 1.092
11 H -2.049 -2.538 -1.269  C1 0.989
12 H 1.034 2.269 -2.038  C5 1.039
13 H -1.980 0.732 0.428  C6 1.051
14 H -0.334 2.537 0.008  C7 1.120
15 H -3.177 -1.485 -1.631  C1 1.051
16 C 1.633 -0.252 1.827  C17 1.592, H18 1.083, H19 1.109, H20 1.121
17 C 1.870 0.309 3.298  C16 1.592, H21 1.173, H22 1.132, H23 1.142
18 H 0.919 -1.064 1.777  C16 1.083
19 H 1.301 0.540 1.125  C16 1.109
20 H 2.641 -0.588 1.467  C16 1.121
21 H 2.753 1.079 3.340  C17 1.173
22 H 2.201 -0.435 4.085  C17 1.132
23 H 0.989 0.635 3.949  C17 1.142

The HOMO energy (alpha / beta) comes out at -0.5147 / -0.5144 Eh. The LUMO energy (alpha / beta) comes out at -4.140 / -8.473 eV. Its spin multiplicity is 2. The value obtained for the frontier orbital gap (alpha / beta) is 9.865 / 5.526 eV. As for the total charge: +1.

=====

The most stable arrangement is version 1, and the next structure is 0.0488 hartree less stable.